1.
Molecular formula: C32H69F3MgNO12S4
Method: DFT, ωB97M-V/def2-TZVPD

## Properties
- net charge = +1
- calculated total energy (eV) = -117281.4281
- HOMO level (eV) = -10.700
- frontier orbital gap (eV) = 2.600

Geometry (Å):
1 S -22.774 4.579 15.766
2 S -26.259 -2.906 16.409
3 S -23.982 5.934 24.064
4 S -25.844 -2.332 25.317
5 Mg -24.499 1.007 20.527
6 F -30.831 5.171 21.370
7 F -31.531 3.241 21.116
8 F -32.323 4.702 19.898
9 O -29.911 12.986 25.109
10 O -23.155 12.021 16.550
11 O -38.749 3.523 15.448
12 O -25.711 -1.921 17.435
13 O -25.215 -1.642 24.124
14 O -24.159 4.591 23.372
15 O -32.790 13.477 17.076
16 O -22.832 3.648 16.954
17 O -37.218 8.766 26.495
18 O -29.436 4.960 18.649
19 O -28.896 3.209 19.854
20 O -30.092 3.288 10.303
21 N -34.483 -4.730 22.668
22 C -20.990 4.820 15.491
23 C -32.270 4.001 9.656
24 C -24.593 13.652 15.571
25 C -25.511 6.346 24.995
26 C -34.545 11.915 17.085
27 C -36.538 8.304 25.646
28 C -29.999 13.229 23.875
29 C -35.452 -2.465 21.850
30 C -30.047 3.865 19.316
31 C -37.131 7.691 24.443
32 C -28.723 13.278 23.088
33 C -34.805 14.237 15.946
34 C -23.584 11.583 14.277
35 C -33.931 13.226 16.687
36 C -38.045 4.633 17.500
37 C -26.851 -1.097 26.228
38 C -27.314 -4.192 17.194
39 C -22.999 3.589 14.247
40 C -24.167 7.174 22.689
41 C -31.185 4.282 20.401
42 C -30.204 5.750 17.745
43 C -29.465 7.096 17.536
44 C -24.424 -2.547 26.457
45 C -23.803 12.344 15.556
46 C -31.268 13.259 23.103
47 C -38.076 3.490 16.461
48 C -27.624 -2.060 15.522
49 C -35.044 8.361 25.603
50 C -30.849 4.207 10.114
51 C -30.379 5.637 10.298
52 C -37.161 2.324 16.671
53 C -34.892 -3.755 22.353
54 H -33.963 11.330 17.796
55 H -36.147 2.650 16.903
56 H -27.417 -0.520 25.497
57 H -26.336 6.512 24.302
58 H -30.189 5.224 16.790
59 H -32.949 3.800 10.485
60 H -30.861 6.167 11.120
61 H -31.257 5.976 17.913
62 H -37.941 4.283 18.526
63 H -23.318 7.152 22.006
64 H -20.783 5.534 14.694
65 H -28.678 12.316 22.579
66 H -35.534 12.034 17.527
67 H -27.897 -4.714 16.436
68 H -31.263 13.989 22.294
69 H -37.229 1.742 15.752
70 H -38.197 7.907 24.512
71 H -24.058 3.720 14.022
72 H -28.032 -2.723 14.760
73 H -29.331 5.751 10.575
74 H -24.290 14.380 16.322
75 H -35.645 13.799 15.407
76 H -25.803 5.639 25.772
77 H -24.313 14.198 14.670
78 H -34.841 -1.998 21.077
79 H -22.762 2.555 14.496
80 H -30.109 7.726 16.923
81 H -34.650 7.449 26.051
82 H -37.425 1.671 17.503
83 H -25.349 7.311 25.475
84 H -34.635 8.442 24.596
85 H -25.659 13.426 15.603
86 H -25.072 6.953 22.124
87 H -28.472 6.909 17.126
88 H -24.191 8.187 23.091
89 H -22.798 10.865 14.508
90 H -30.649 3.336 18.577
91 H -38.841 5.370 17.394
92 H -23.764 -1.688 26.333
93 H -34.171 14.594 15.134
94 H -28.722 14.079 22.348
95 H -27.829 13.304 23.711
96 H -27.328 -1.182 14.949
97 H -32.121 13.555 23.714
98 H -27.569 -1.528 26.926
99 H -35.127 15.053 16.592
100 H -35.455 -1.742 22.666
101 H -31.592 12.291 22.721
102 H -27.992 -3.810 17.956
103 H -37.020 6.608 24.384
104 H -26.203 -0.351 26.688
105 H -30.572 6.237 9.408
106 H -32.479 4.840 8.993
107 H -28.475 -1.764 16.136
108 H -34.747 11.249 16.246
109 H -20.482 5.284 16.337
110 H -23.232 12.268 13.506
111 H -36.831 8.251 23.557
112 H -29.329 7.447 18.558
113 H -22.388 4.012 13.450
114 H -36.419 -2.720 21.416
115 H -23.890 -3.488 26.326
116 H -34.501 9.084 26.212
117 H -20.456 3.901 15.249
118 H -24.451 11.005 13.956
119 H -24.774 -2.556 27.489
120 H -26.616 -4.902 17.639
121 H -37.102 5.128 17.267
122 H -32.237 3.072 9.087

Force components x, y, z for each atom (eV/Å):
1.432 -0.681 0.500
-0.482 1.182 0.278
-0.303 -0.620 -1.103
0.670 0.047 -0.445
-0.316 0.156 -0.019
0.761 0.431 -1.288
0.191 -2.311 0.255
-0.438 0.924 -1.622
-0.949 0.902 -3.341
-1.053 0.097 -0.981
0.261 0.390 0.816
-0.777 -1.094 -0.615
-0.609 -0.060 0.578
-0.061 0.967 0.650
-1.597 0.076 -1.025
-0.370 0.341 -0.681
-0.962 0.799 1.945
-1.628 0.541 0.871
-3.821 0.279 -0.786
0.071 -0.303 0.058
2.322 -5.567 1.939
0.654 0.639 -0.126
0.904 -0.512 -0.544
0.458 -0.146 -0.691
-0.112 0.695 -0.608
-0.652 -0.884 0.089
1.566 0.107 -1.282
1.432 -1.433 3.594
0.540 -0.818 0.338
3.731 1.269 1.147
-1.773 0.079 -0.648
0.134 -0.017 -0.175
0.836 -0.582 -0.811
0.107 -0.385 0.275
1.016 0.131 1.523
0.382 -0.487 -0.723
0.544 0.585 -0.289
0.406 0.202 0.153
-0.528 0.506 0.594
-0.122 -0.012 0.591
1.001 0.218 2.032
0.827 0.536 -1.866
-0.416 -1.515 0.998
-0.562 0.317 0.690
1.620 0.795 1.891
-1.489 0.736 0.184
-0.902 0.513 -0.008
-0.455 -0.076 -0.427
1.520 -0.132 0.617
0.459 0.439 0.610
0.250 0.669 0.284
0.237 -0.403 0.005
-2.307 6.495 -2.504
0.348 0.394 -0.086
0.125 0.060 -0.256
-0.015 -0.395 -0.343
-0.034 -0.335 -0.092
-0.141 -0.212 -0.257
-0.099 0.628 -0.031
-0.672 -0.231 0.008
-0.013 -0.398 1.046
-0.196 -0.143 -0.063
0.128 -0.485 0.289
-0.457 -0.043 -0.337
-0.035 -0.023 -0.423
-0.107 0.401 0.046
0.167 0.149 -0.190
0.344 -0.225 -0.215
0.384 -0.044 0.116
-0.166 -0.307 0.058
0.062 -0.345 -0.259
0.181 -0.421 0.088
0.138 -0.590 -0.390
-0.116 -0.749 0.639
-0.216 -0.209 0.525
0.458 -0.283 -0.306
-0.561 -0.214 -0.517
0.179 -0.462 -0.070
0.088 0.095 -0.133
0.402 0.233 0.083
-0.126 -0.533 -0.297
-0.379 0.173 0.131
0.286 0.032 0.070
-0.232 -0.189 -0.055
-0.040 0.321 -0.123
-0.053 -0.072 0.183
-0.169 0.205 -0.258
-0.198 -0.045 0.195
0.008 0.039 -0.144
0.031 -1.075 -0.146
-0.059 -0.336 -0.094
-0.044 -0.048 -0.198
0.099 0.587 0.190
0.073 -0.097 -0.067
-0.288 0.284 0.169
0.648 -0.010 0.375
0.203 0.047 0.437
0.362 -0.268 0.035
0.125 -0.086 -0.044
-0.594 -0.150 0.005
0.576 -0.176 -0.177
0.161 0.283 -0.052
0.413 0.120 -0.273
0.097 -0.211 0.318
-0.036 -0.051 -0.094
-0.827 -0.099 0.282
0.281 -0.107 0.492
0.148 0.168 -0.402
-0.498 -0.217 0.430
-0.254 -0.092 -0.164
0.513 -0.494 -0.172
-0.034 0.705 -0.185
-0.057 -0.166 0.046
-0.140 0.505 0.292
-0.207 0.107 -0.561
-0.751 0.551 0.108
-0.378 -0.232 0.096
-0.173 0.327 -0.183
-0.199 0.059 0.041
-0.067 0.041 0.060
0.148 0.279 0.079
-0.188 0.051 -0.174

Atomic partial charges in e from the Mulliken method, atoms 1 to 99: 0.5102, 0.4945, 0.4878, 0.4745, 1.1974, -0.2742, -0.2671, -0.2301, -0.5736, -0.5589, -0.5382, -0.6345, -0.6342, -0.6320, -0.5637, -0.6365, -0.5165, -0.2513, -0.4620, -0.5519, -0.2738, -0.9955, -0.9301, -0.9877, -0.8615, -1.0353, 0.7565, 0.8198, -0.6978, 0.0723, -1.0388, -0.9829, -0.9366, -0.9852, 0.7206, -1.0131, -0.8975, -0.8870, -0.8638, -0.8910, 0.7378, -0.2584, -1.1480, -0.8654, 0.7636, -1.0938, 0.7691, -0.9548, -1.0663, 0.7603, -1.0691, -0.9826, 0.2174, 0.3094, 0.2698, 0.3296, 0.2770, 0.3179, 0.2701, 0.3051, 0.3147, 0.3175, 0.3158, 0.3744, 0.2631, 0.3230, 0.3431, 0.3390, 0.3061, 0.3157, 0.3108, 0.3598, 0.3108, 0.3128, 0.3124, 0.3174, 0.2945, 0.2577, 0.3015, 0.3770, 0.2835, 0.2965, 0.3455, 0.2925, 0.2736, 0.2853, 0.2746, 0.3498, 0.2937, 0.3289, 0.3089, 0.3003, 0.3097, 0.3328, 0.2962, 0.3285, 0.3244, 0.3441, 0.2673

2.
Molecular formula: C32H70Br2FN12O5
Method: DFT, ωB97M-V/def2-TZVPD

## Properties
- net charge = +1
- calculated total energy (eV) = -205226.7739
- HOMO level (eV) = -10.441
- frontier orbital gap (eV) = 7.466

Geometry (Å):
1 Br 0.947 -1.249 -5.980
2 Br 0.603 -4.461 -5.146
3 F -2.332 -1.310 -3.841
4 O -8.519 4.744 -6.152
5 O 7.608 5.407 3.947
6 O -5.148 -4.427 2.688
7 O 5.737 3.325 -0.085
8 O -2.125 -7.461 2.715
9 N -0.450 0.774 -1.851
10 N -0.085 -0.827 -3.357
11 N 7.799 4.384 6.661
12 N 1.794 0.215 -2.279
13 N 3.336 0.163 -4.120
14 N -2.709 -8.410 5.391
15 N -1.432 -0.602 -3.172
16 N -4.460 -1.818 1.661
17 N 2.124 1.188 -1.326
18 N -7.558 5.722 -3.597
19 N 3.087 4.480 0.019
20 N -5.108 1.690 -2.303
21 C 4.429 5.695 1.649
22 C -3.908 -3.838 3.012
23 C -5.084 -5.488 1.751
24 C 8.848 5.635 3.302
25 C -2.927 0.817 -1.792
26 C -0.341 -3.543 -2.634
27 C 7.312 4.057 4.238
28 C -5.349 1.674 -0.987
29 C -3.168 0.807 -0.416
30 C -5.715 4.507 -4.617
31 C -7.613 4.861 -7.231
32 C 6.801 4.264 -0.043
33 C -4.415 1.254 -0.050
34 C -3.911 1.269 -2.677
35 C 0.184 -3.084 -3.955
36 C -2.853 -3.388 0.717
37 C 0.488 0.068 -2.495
38 C -1.632 0.344 -2.273
39 C -3.416 -2.791 2.005
40 C 4.586 -0.482 -4.579
41 C 9.456 3.186 5.343
42 C -0.784 -7.637 2.299
43 C -2.608 -9.345 4.267
44 C 3.885 4.329 1.241
45 C -1.274 -10.081 4.356
46 C 7.972 3.500 5.507
47 C -7.148 4.410 -4.105
48 C -2.854 -8.663 2.915
49 C 4.961 3.246 1.095
50 C 2.869 -0.510 -2.917
51 C 0.329 -1.802 -4.296
52 C -8.140 3.845 -5.131
53 H 9.098 4.821 2.614
54 H -2.601 -2.246 2.493
55 H -0.182 -2.804 -1.855
56 H 3.617 6.327 2.006
57 H -3.907 -8.371 2.873
58 H 4.772 -0.256 -5.621
59 H 5.441 -0.123 -4.000
60 H 10.068 4.086 5.374
61 H -4.683 1.284 0.995
62 H -5.282 -2.345 1.375
63 H -0.492 -6.742 1.746
64 H 2.308 2.079 -1.769
65 H 4.540 -1.556 -4.427
66 H 0.092 -4.497 -2.360
67 H -4.069 -3.332 3.968
68 H -7.764 2.909 -5.568
69 H 9.652 2.669 4.401
70 H 5.610 3.217 1.979
71 H 9.658 5.763 4.022
72 H 7.237 4.328 0.957
73 H 9.793 2.543 6.156
74 H -7.729 6.327 -4.397
75 H -7.126 3.906 -7.450
76 H -8.184 5.169 -8.106
77 H -2.429 0.479 0.293
78 H -2.199 -4.237 0.928
79 H 2.598 -1.535 -3.154
80 H -8.465 5.641 -3.148
81 H 8.756 6.560 2.733
82 H -3.148 -4.612 3.181
83 H 7.462 2.558 5.732
84 H 2.896 0.876 -0.757
85 H 2.643 3.590 -0.190
86 H 6.808 4.505 6.852
87 H -2.093 -7.624 5.202
88 H 6.228 4.028 4.382
89 H -0.677 -8.505 1.643
90 H -3.685 1.292 -3.736
91 H -1.080 -10.663 3.453
92 H -0.109 -7.735 3.151
93 H -4.755 -1.341 2.508
94 H 3.684 -0.570 -2.188
95 H -0.440 -9.396 4.509
96 H -4.164 -6.068 1.867
97 H 4.893 6.214 0.811
98 H 3.736 4.628 -0.750
99 H 3.604 1.104 -3.852
100 H 3.215 3.994 2.038
101 H -3.643 -3.723 0.046
102 H -5.571 5.358 -5.282
103 H -5.166 -5.118 0.725
104 H -3.399 -10.090 4.385
105 H 8.119 5.312 6.398
106 H 6.473 5.255 -0.361
107 H 7.567 3.922 -0.739
108 H -9.066 3.602 -4.604
109 H -2.683 -9.356 2.081
110 H -3.640 -8.003 5.413
111 H -6.322 2.001 -0.659
112 H -5.427 3.600 -5.155
113 H -6.853 5.623 -7.039
114 H 5.168 5.608 2.449
115 H -5.029 4.634 -3.780
116 H -7.143 3.714 -3.262
117 H -2.271 -2.634 0.180
118 H 4.456 2.274 1.041
119 H -5.935 -6.144 1.933
120 H -1.418 -3.692 -2.713
121 H -1.283 -10.766 5.203
122 H 7.539 3.424 3.367

Force components x, y, z for each atom (eV/Å):
-0.211 0.283 0.129
-0.027 0.046 -0.032
0.097 -0.183 -0.153
0.075 -0.017 -0.047
0.036 -0.026 -0.113
0.035 -0.007 -0.083
0.021 0.029 0.012
0.047 -0.077 -0.113
0.135 0.009 0.128
0.014 0.050 -0.316
-0.190 0.022 -0.145
0.094 -0.089 0.269
0.252 -0.276 0.084
-0.151 0.081 -0.182
-0.410 0.318 -0.022
0.062 0.024 0.131
-0.334 0.177 -0.049
-0.139 -0.106 -0.019
0.087 -0.251 -0.032
0.055 -0.021 0.372
0.006 0.007 0.132
0.087 0.024 0.232
-0.135 -0.033 0.018
-0.066 0.141 0.048
-0.037 -0.203 0.129
-0.316 0.103 -0.078
-0.200 -0.111 0.031
0.465 -0.159 -0.343
-0.325 0.345 -0.975
0.143 -0.106 0.043
-0.117 0.102 -0.007
0.011 -0.060 -0.142
-0.341 0.133 0.810
0.299 -0.243 -0.057
0.086 -0.204 0.125
0.139 0.027 -0.046
-0.059 -0.244 0.100
0.010 0.357 0.115
-0.100 -0.088 -0.198
-0.049 0.351 0.302
0.031 -0.116 -0.023
-0.032 0.204 0.043
0.232 0.096 0.056
0.155 0.219 -0.093
-0.002 -0.119 -0.020
0.213 0.172 0.026
0.058 0.184 -0.131
-0.245 -0.020 0.063
-0.126 -0.156 0.089
0.666 0.253 -0.390
0.389 -0.369 -0.218
-0.106 -0.111 0.135
0.029 -0.037 0.030
-0.022 -0.010 0.080
0.150 0.017 0.157
-0.026 -0.006 -0.041
0.020 0.070 0.012
-0.080 -0.067 -0.172
0.126 -0.059 0.034
-0.033 0.043 -0.020
-0.054 -0.051 0.082
0.000 0.019 -0.067
-0.036 -0.004 -0.020
0.202 0.019 -0.036
-0.144 -0.173 -0.213
0.147 -0.048 0.132
-0.045 0.002 -0.008
0.084 0.031 -0.008
0.001 0.011 -0.002
0.015 0.085 0.000
0.057 -0.080 -0.041
-0.037 0.037 0.026
-0.014 0.031 0.033
0.075 0.040 0.013
0.035 -0.007 0.022
-0.027 -0.016 0.015
0.069 -0.078 0.119
-0.018 -0.013 0.006
-0.275 -0.023 -0.092
0.050 0.000 0.078
-0.038 -0.007 0.001
0.016 -0.010 -0.098
-0.067 0.009 -0.038
0.115 -0.038 -0.026
-0.194 0.050 0.095
0.023 -0.074 0.082
0.072 -0.042 0.070
0.004 0.045 0.017
0.009 -0.038 0.024
-0.098 0.034 -0.124
0.003 0.008 -0.002
0.036 -0.106 -0.032
0.028 0.035 -0.009
-0.135 -0.108 0.339
-0.013 0.048 -0.018
0.059 0.028 -0.037
0.024 -0.038 -0.037
-0.025 0.142 0.005
-0.224 0.161 -0.078
-0.011 -0.066 -0.016
-0.046 -0.022 0.038
-0.073 0.012 -0.026
0.086 -0.060 -0.033
-0.056 0.026 -0.047
0.092 -0.018 0.058
0.023 0.046 0.090
-0.014 -0.039 0.010
-0.023 0.039 -0.023
0.111 -0.019 0.031
-0.017 -0.085 0.089
-0.161 0.090 -0.044
-0.015 0.001 -0.009
0.079 -0.068 -0.015
0.019 0.005 -0.022
-0.029 0.035 0.017
-0.044 -0.049 -0.021
-0.036 0.028 0.010
0.009 0.000 -0.032
-0.016 0.034 0.054
-0.105 -0.099 -0.027
-0.012 0.033 0.029
0.113 -0.025 0.041

Atomic partial charges in e from the Mulliken method, atoms 1 to 99: 0.0375, -0.0562, -0.2217, -0.4072, -0.3893, -0.4122, -0.3630, -0.2543, -0.6598, 0.4029, -0.7086, 0.4691, -0.2138, -0.7215, 0.3313, -0.5306, -0.7717, -0.7066, -0.7094, -0.3835, -1.3451, -0.5304, -0.3723, -0.7527, 0.0636, -1.4799, -0.3618, -0.3413, -0.1911, -1.4208, -0.6224, -0.3617, -0.6514, -0.3592, 0.8566, -1.0503, 0.6878, 0.4741, 0.2668, -0.9387, -1.4376, -0.7975, 0.3222, 0.4240, -1.4103, 0.1826, 0.6925, -0.7651, -0.1710, -1.1582, -0.6764, -0.8339, 0.3152, 0.3616, 0.2501, 0.3920, 0.3445, 0.3026, 0.3450, 0.3019, 0.3828, 0.2719, 0.2057, 0.2444, 0.3449, 0.6760, 0.4046, 0.4030, 0.3486, -0.0821, 0.2428, 0.0093, 0.3599, 0.3095, 0.2855, 0.2709, 0.5643, 0.2563, 0.4611, 0.2850, 0.2846, 0.2002, 0.4193, 0.2601, 0.1986, 0.2820, 0.3047, 0.2744, 0.3624, 0.4530, 0.3401, 0.2737, 0.2964, 0.4809, 0.2947, 0.0281, 0.2790, 0.3531, 0.2594

Which of these has the lowest HOMO level? C32H69F3MgNO12S4

What is the frontier orbital gap in the second record? 7.466 eV

What is the formula in the first record? C32H69F3MgNO12S4

Which of these has the lowest calculated total energy? C32H70Br2FN12O5